56
Properties=species:S:1:pos:R:3:forces:R:3 method="wB97M-V/def2-TZVPD" e_homo_ha="-0.2478 / -0.2847" multiplicity=4
I 3.095112 5.946510 2.424450 0.06 0.08 0.00
I 0.428283 1.425460 5.278935 0.00 -0.05 0.12
Sb -0.968907 -0.946027 -1.498809 0.23 -0.47 -0.26
V -1.577839 0.876584 0.569023 -1.23 -0.82 0.41
O -0.951674 1.196960 2.384622 0.75 0.31 0.36
N -0.505060 2.469637 0.135423 1.09 1.39 0.08
C -2.710063 -1.491800 1.018955 0.08 -0.11 -0.11
C -0.428062 -5.102102 -2.934051 -0.02 0.06 0.03
C 0.432013 -2.580727 -3.700060 -0.07 -0.14 0.08
C -0.372734 -2.714221 -2.564023 0.11 -0.09 -0.18
C -0.807111 -3.985288 -2.195367 0.02 0.01 -0.03
C 1.152515 4.694237 -0.052559 0.17 0.12 0.18
C 3.017147 0.919884 -1.364834 -0.05 -0.03 0.03
C 1.753921 4.353120 2.376711 -0.05 0.05 -0.21
C 3.353188 0.966688 -0.015944 -0.04 -0.02 -0.03
C -1.085612 -3.414669 2.175424 -0.05 0.02 0.04
C -0.739284 -2.874679 0.949119 -0.10 0.14 0.07
C 0.189169 2.916701 1.233761 -0.29 -0.11 -0.01
C -1.551290 -1.903251 0.345897 0.00 0.00 0.10
C 1.844551 0.297634 -1.772659 -0.07 0.01 0.10
C 0.812277 -3.698642 -4.434806 -0.05 0.09 0.09
C 0.989997 -0.310139 -0.845602 0.11 0.11 0.09
C 1.048027 4.025026 1.186628 0.11 -0.08 0.00
C -3.044489 -2.025180 2.264920 0.06 0.10 -0.11
C 0.669426 2.521874 3.539813 0.30 0.32 0.20
C -3.391767 1.811868 0.125136 -0.31 -0.17 -0.22
C -0.064744 2.164524 2.436645 -0.39 -0.28 -0.42
C 1.344859 -0.259027 0.505364 0.08 -0.01 -0.09
C 2.515508 0.376416 0.917481 -0.08 -0.03 -0.09
C 1.572597 3.613434 3.505219 -0.16 -0.30 0.18
C 0.444063 4.252221 -1.127719 -0.18 -0.10 -0.24
C 0.383105 -4.961647 -4.049718 0.00 0.03 0.02
C -0.379769 3.123096 -0.995972 0.06 0.09 -0.10
C -2.235502 -2.985854 2.839284 0.10 -0.07 -0.01
H 3.663312 1.383406 -2.100854 -0.02 -0.01 0.01
H 4.258643 1.468313 0.303520 -0.03 -0.01 -0.01
H -2.490767 -3.402876 3.806017 0.02 0.01 -0.04
H 0.713242 -0.698318 1.268309 -0.05 -0.05 0.00
H -3.932115 -1.678486 2.778066 0.00 0.00 -0.03
H -0.452032 -4.167986 2.627726 -0.01 0.02 -0.01
H -3.384984 -0.764646 0.567701 0.00 0.00 -0.03
H 0.774204 -1.604769 -4.026592 -0.02 0.01 0.03
H 1.441454 -3.583506 -5.308766 -0.01 0.02 0.02
H 0.679013 -5.833529 -4.619123 -0.01 0.01 0.00
H -1.436459 -4.117984 -1.322061 0.01 0.01 -0.07
H 0.169150 -3.200668 0.458114 0.03 -0.01 -0.02
H -4.173009 1.617295 0.869529 -0.02 0.01 0.04
H -0.954932 2.744610 -1.830492 -0.03 0.00 -0.09
H -3.331987 2.897309 0.001514 0.03 0.03 0.03
H 1.798442 5.558709 -0.138241 -0.01 -0.02 0.02
H -0.768220 -6.084851 -2.633074 -0.01 0.00 0.01
H 1.589927 0.316199 -2.826976 -0.01 -0.03 -0.01
H 0.506189 4.757005 -2.082588 -0.01 -0.03 0.03
H 2.124664 3.864492 4.400805 -0.03 -0.05 0.03
H 2.755903 0.419249 1.973009 -0.01 -0.01 -0.01
H -3.781487 1.412414 -0.826229 -0.04 0.05 -0.01